--- a ---
{
  "formula": "C40H47FN7O2PRb",
  "method": "ωB97M-V/def2-TZVPD",
  "symbols": ["Rb", "O", "C", "O", "C", "C", "C", "N", "C", "C", "C", "C", "C", "C", "C", "N", "C", "C", "C", "C", "C", "N", "H", "H", "H", "H", "H", "H", "H", "H", "H", "H", "C", "C", "C", "C", "C", "N", "H", "H", "H", "H", "H", "H", "H", "H", "H", "C", "N", "C", "C", "N", "N", "C", "C", "H", "H", "H", "H", "H", "H", "H", "H", "H", "H", "H", "H", "H", "C", "P", "C", "C", "C", "C", "C", "C", "C", "H", "H", "H", "H", "H", "H", "H", "H", "H", "H", "H", "F", "C", "C", "C", "C", "C", "C", "H", "H", "H", "H"],
  "xyz": [[0.712, 0.434, 0.519], [-6.837, 2.138, -0.460], [-6.290, 2.179, 0.658], [-6.779, 2.233, 1.801], [-4.739, 2.159, 0.619], [-3.989, 2.213, 1.781], [-2.603, 2.144, 1.697], [-1.958, 2.010, 0.538], [-2.671, 1.989, -0.590], [-4.061, 2.065, -0.585], [-1.902, 1.855, -1.868], [-2.556, 1.664, -3.088], [-1.810, 1.506, -4.243], [-0.428, 1.540, -4.166], [0.136, 1.740, -2.916], [-0.570, 1.895, -1.802], [-1.765, 2.177, 2.937], [-2.181, 2.870, 4.067], [-1.385, 2.833, 5.203], [-0.202, 2.117, 5.181], [0.142, 1.461, 4.003], [-0.621, 1.487, 2.915], [-4.516, 2.274, 2.724], [-4.668, 2.050, -1.479], [-3.634, 1.631, -3.135], [-2.308, 1.354, -5.193], [0.201, 1.413, -5.037], [1.215, 1.767, -2.808], [-3.103, 3.434, 4.050], [-1.685, 3.370, 6.094], [0.453, 2.069, 6.040], [1.068, 0.897, 3.928], [-1.885, -1.679, 5.113], [-2.282, -2.123, 3.702], [-2.852, -3.545, 3.715], [-3.296, -1.144, 3.098], [-1.072, -2.117, 2.856], [-0.133, -2.112, 2.196], [-2.775, -1.659, 5.745], [-1.447, -0.681, 5.098], [-1.159, -2.366, 5.550], [-3.741, -3.563, 4.348], [-2.127, -4.257, 4.109], [-3.135, -3.858, 2.710], [-4.233, -1.200, 3.654], [-3.501, -1.380, 2.053], [-2.925, -0.124, 3.146], [0.290, -4.598, -2.153], [0.453, -3.156, -2.257], [1.563, -2.656, -1.463], [-0.699, -2.374, -2.229], [-0.751, -1.355, -1.462], [-1.719, -2.822, -3.074], [-3.007, -2.173, -2.925], [-1.370, -3.064, -4.466], [0.168, -4.910, -1.107], [1.171, -5.098, -2.557], [-0.585, -4.923, -2.709], [2.446, -3.253, -1.699], [1.365, -2.724, -0.386], [1.760, -1.615, -1.708], [-1.573, -0.787, -1.645], [-3.009, -1.149, -3.322], [-3.297, -2.140, -1.876], [-3.756, -2.751, -3.466], [-0.386, -3.518, -4.538], [-1.359, -2.127, -5.040], [-2.106, -3.734, -4.914], [5.175, 0.012, -0.975], [3.577, 0.765, -1.470], [3.850, 2.486, -0.910], [3.800, 0.902, -3.294], [3.771, -0.281, -4.038], [3.841, -0.265, -5.420], [3.919, 0.947, -6.099], [3.933, 2.130, -5.378], [3.879, 2.107, -3.988], [5.246, -1.003, -1.369], [5.149, -0.031, 0.116], [6.035, 0.592, -1.313], [4.788, 2.911, -1.275], [3.863, 2.431, 0.181], [3.016, 3.126, -1.209], [3.677, -1.230, -3.518], [3.822, -1.196, -5.972], [3.964, 0.965, -7.180], [3.988, 3.080, -5.895], [3.895, 3.044, -3.446], [3.531, 0.757, 6.392], [3.453, 0.754, 5.023], [3.534, 1.949, 4.343], [3.431, 1.918, 2.949], [3.260, 0.749, 2.182], [3.204, -0.420, 2.966], [3.290, -0.443, 4.362], [3.661, 2.875, 4.893], [3.469, 2.889, 2.452], [3.055, -1.386, 2.482], [3.229, -1.366, 4.928]],
  "e_homo_ev": -4.095,
  "charge": -1,
  "lumo_ev": 1.8,
  "spin_multiplicity": 1
}

***

--- b ---
{
  "formula": "C40H47FN7O2PRb",
  "method": "ωB97M-V/def2-TZVPD",
  "symbols": ["Rb", "O", "C", "O", "C", "C", "C", "N", "C", "C", "C", "C", "C", "C", "C", "N", "C", "C", "C", "C", "C", "N", "H", "H", "H", "H", "H", "H", "H", "H", "H", "H", "C", "C", "C", "C", "C", "N", "H", "H", "H", "H", "H", "H", "H", "H", "H", "C", "N", "C", "C", "N", "N", "C", "C", "H", "H", "H", "H", "H", "H", "H", "H", "H", "H", "H", "H", "H", "C", "P", "C", "C", "C", "C", "C", "C", "C", "H", "H", "H", "H", "H", "H", "H", "H", "H", "H", "H", "F", "C", "C", "C", "C", "C", "C", "H", "H", "H", "H"],
  "xyz": [[0.971, 0.219, 0.205], [1.677, 0.964, 8.509], [2.482, 0.280, 7.839], [3.420, -0.471, 8.182], [2.229, 0.323, 6.313], [1.325, 1.210, 5.759], [1.127, 1.215, 4.384], [1.744, 0.371, 3.555], [2.603, -0.495, 4.092], [2.887, -0.536, 5.453], [3.276, -1.465, 3.175], [3.511, -2.767, 3.617], [4.186, -3.650, 2.794], [4.606, -3.214, 1.549], [4.305, -1.912, 1.182], [3.654, -1.048, 1.964], [0.165, 2.183, 3.777], [0.015, 3.459, 4.319], [-0.903, 4.328, 3.758], [-1.652, 3.903, 2.672], [-1.433, 2.621, 2.190], [-0.543, 1.776, 2.720], [0.772, 1.859, 6.428], [3.627, -1.208, 5.872], [3.167, -3.067, 4.598], [4.381, -4.666, 3.119], [5.149, -3.867, 0.879], [4.618, -1.537, 0.211], [0.625, 3.757, 5.162], [-1.030, 5.327, 4.160], [-2.383, 4.547, 2.202], [-1.977, 2.255, 1.325], [-3.050, -2.713, 3.492], [-3.419, -2.357, 2.046], [-4.126, -3.535, 1.361], [-4.311, -1.107, 2.018], [-2.171, -2.066, 1.305], [-1.175, -1.800, 0.795], [-3.962, -2.949, 4.045], [-2.548, -1.878, 3.983], [-2.387, -3.580, 3.526], [-5.053, -3.758, 1.896], [-3.495, -4.426, 1.371], [-4.368, -3.295, 0.324], [-5.234, -1.316, 2.563], [-4.565, -0.829, 0.994], [-3.808, -0.261, 2.491], [-4.710, 1.681, -1.872], [-3.300, 1.401, -2.095], [-2.930, 0.038, -1.764], [-2.380, 2.379, -1.706], [-1.406, 2.073, -0.938], [-2.654, 3.644, -2.228], [-1.854, 4.747, -1.746], [-3.010, 3.770, -3.638], [-5.007, 1.446, -0.837], [-5.320, 1.072, -2.544], [-4.930, 2.730, -2.056], [-3.588, -0.642, -2.312], [-3.019, -0.161, -0.689], [-1.902, -0.143, -2.062], [-0.721, 2.815, -0.870], [-0.858, 4.771, -2.205], [-1.740, 4.689, -0.663], [-2.366, 5.680, -1.982], [-3.446, 2.844, -4.001], [-2.126, 3.982, -4.248], [-3.729, 4.584, -3.768], [3.070, -4.247, -1.492], [2.024, -2.720, -1.496], [0.541, -3.408, -2.366], [2.916, -1.801, -2.811], [3.528, -0.608, -2.434], [4.177, 0.194, -3.367], [4.217, -0.196, -4.695], [3.626, -1.396, -5.082], [2.985, -2.192, -4.146], [3.085, -4.709, -2.480], [2.680, -4.958, -0.761], [4.090, -3.984, -1.212], [0.685, -3.462, -3.445], [-0.332, -2.788, -2.160], [0.348, -4.409, -1.981], [3.489, -0.302, -1.395], [4.615, 1.133, -3.057], [4.689, 0.439, -5.435], [3.645, -1.698, -6.123], [2.525, -3.120, -4.473], [-0.980, 1.342, -6.726], [-0.371, 1.402, -5.507], [-0.212, 0.248, -4.772], [0.426, 0.348, -3.529], [0.916, 1.534, -2.950], [0.692, 2.655, -3.777], [0.076, 2.618, -5.034], [-0.572, -0.698, -5.172], [0.517, -0.590, -2.979], [1.035, 3.639, -3.445], [-0.059, 3.508, -5.645]],
  "e_homo_ev": -3.983,
  "charge": -1,
  "lumo_ev": 1.7,
  "spin_multiplicity": 1
}

***

Stability ranking, top and bottom: a is the most stable and b is the least stable.

***

--- a ---
{
  "formula": "C2H7N2O2",
  "method": "ωB97M-V/def2-TZVPD",
  "symbols": ["C", "O", "N", "C", "N", "O", "H", "H", "H", "H", "H", "H", "H"],
  "xyz": [[-2.010, 0.920, 0.001], [-1.076, -0.124, 0.080], [0.305, -0.184, 0.085], [0.771, -1.479, -0.071], [0.992, 0.838, 0.136], [2.386, 0.600, 0.081], [-2.607, 0.719, -0.877], [-1.580, 1.907, -0.166], [-2.717, 0.954, 0.923], [-0.015, -2.340, 0.086], [1.776, -1.611, 0.413], [1.021, -1.667, -1.042], [2.754, 1.466, 0.351]],
  "e_homo_ev": -15.918,
  "charge": 1,
  "lumo_ev": -5.4,
  "spin_multiplicity": 1
}

***

--- b ---
{
  "formula": "C2H7N2O2",
  "method": "ωB97M-V/def2-TZVPD",
  "symbols": ["C", "C", "N", "N", "O", "O", "H", "H", "H", "H", "H", "H", "H"],
  "xyz": [[2.682, 0.597, 0.065], [-2.159, -0.674, 0.167], [0.177, -0.523, -0.363], [-0.969, 0.061, -0.200], [0.288, -1.618, -0.805], [-0.802, 1.294, 0.287], [3.047, 0.562, -1.078], [2.410, 1.624, 0.426], [2.755, -0.271, 0.768], [-2.585, -1.410, -0.679], [-2.014, -1.266, 1.034], [-2.928, 0.089, 0.433], [0.098, 1.534, -0.055]],
  "e_homo_ev": [-14.875, -14.184],
  "charge": 1,
  "lumo_ev": [-6.5, -8.1],
  "spin_multiplicity": 1
}

***

--- c ---
{
  "formula": "C2H7N2O2",
  "method": "ωB97M-V/def2-TZVPD",
  "symbols": ["C", "C", "N", "O", "N", "O", "H", "H", "H", "H", "H", "H", "H"],
  "xyz": [[-0.682, -0.166, -1.661], [-0.263, -0.694, -0.278], [0.399, 0.287, 0.581], [1.594, 0.862, 0.145], [0.093, 0.348, 1.833], [0.817, 0.877, 2.621], [-1.300, 0.790, -1.542], [0.136, 0.001, -2.386], [-1.183, -1.148, -1.885], [0.491, -1.447, -0.374], [-1.165, -1.039, 0.234], [1.835, 1.588, 0.670], [-0.773, -0.258, 2.043]],
  "e_homo_ev": -15.961,
  "charge": 1,
  "lumo_ev": -6.0,
  "spin_multiplicity": 1
}

***

--- d ---
{
  "formula": "C2H7N2O2",
  "method": "ωB97M-V/def2-TZVPD",
  "symbols": ["N", "C", "N", "C", "O", "O", "H", "H", "H", "H", "H", "H", "H"],
  "xyz": [[1.161, 1.307, -0.136], [0.212, 0.301, -0.031], [0.945, -1.038, 0.056], [-1.135, 0.289, -0.057], [-1.788, -1.093, 0.079], [-1.905, 1.378, -0.064], [0.808, 2.124, 0.327], [1.325, 1.604, -1.110], [1.765, -0.924, -0.594], [0.271, -1.809, -0.219], [1.412, -1.335, 0.907], [-2.697, -1.165, 0.572], [-2.759, 1.242, -0.536]],
  "e_homo_ev": -13.780,
  "charge": 1,
  "lumo_ev": -3.5,
  "spin_multiplicity": 1
}

***

Stability ranking, top and bottom: d is the most stable and b is the least stable.

***

--- a ---
{
  "formula": "C6H11PS",
  "method": "ωB97M-V/def2-TZVPD",
  "symbols": ["C", "C", "C", "C", "C", "P", "C", "S", "H", "H", "H", "H", "H", "H", "H", "H", "H", "H", "H"],
  "xyz": [[-1.100, -0.667, 2.140], [-0.631, 0.130, 0.762], [-1.289, 0.968, 0.010], [-0.491, 1.651, -1.005], [0.785, 0.927, -1.200], [1.232, 0.071, 0.381], [1.539, -1.729, -0.016], [2.544, 0.868, 1.644], [-0.801, -0.019, 2.946], [-0.533, -1.598, 2.242], [-2.158, -0.925, 2.385], [-2.334, 1.289, 0.218], [-1.019, 1.887, -1.990], [-0.396, 2.800, -0.740], [0.781, 0.134, -2.006], [1.671, 1.599, -1.483], [0.884, -2.045, -0.852], [2.621, -2.026, 0.146], [1.030, -2.186, 0.894]],
  "e_homo_ev": -8.525,
  "charge": 0,
  "lumo_ev": 0.8,
  "spin_multiplicity": 1
}

***

--- b ---
{
  "formula": "C6H11PS",
  "method": "ωB97M-V/def2-TZVPD",
  "symbols": ["C", "C", "C", "S", "C", "C", "P", "C", "H", "H", "H", "H", "H", "H", "H", "H", "H", "H", "H"],
  "xyz": [[-0.198, -1.964, 1.119], [-0.319, -0.561, 0.605], [-1.358, 0.149, 0.175], [-3.432, -0.161, 0.318], [-1.092, 1.571, -0.236], [0.335, 1.976, 0.264], [1.458, 0.426, 0.593], [1.901, -0.140, -1.118], [0.515, -2.620, 0.661], [-1.207, -2.500, 1.230], [0.183, -1.933, 2.096], [-3.347, -0.929, 1.402], [-1.124, 1.719, -1.359], [-1.779, 2.295, 0.109], [0.632, 2.662, -0.572], [0.230, 2.541, 1.190], [2.809, -0.702, -1.035], [1.210, -0.708, -1.715], [2.158, 0.721, -1.751]],
  "e_homo_ev": -8.722,
  "charge": 0,
  "lumo_ev": 0.4,
  "spin_multiplicity": 1
}

***

Stability ranking, top and bottom: a is the most stable and b is the least stable.

***

--- a ---
{
  "formula": "C2H3Cl2N",
  "method": "ωB97M-V/def2-TZVPD",
  "symbols": ["Cl", "C", "Cl", "C", "N", "H", "H", "H"],
  "xyz": [[1.932, -1.701, -1.074], [0.528, -1.434, -0.105], [-0.175, -3.041, 0.559], [-0.341, -0.258, -0.235], [0.584, -0.435, 0.908], [-0.226, 0.537, -1.140], [-1.301, -0.338, 0.127], [1.464, 0.180, 0.957]],
  "e_homo_ev": -10.246,
  "charge": 0,
  "lumo_ev": 0.7,
  "spin_multiplicity": 1
}

***

--- b ---
{
  "formula": "C2H3Cl2N",
  "method": "ωB97M-V/def2-TZVPD",
  "symbols": ["C", "C", "N", "Cl", "Cl", "H", "H", "H"],
  "xyz": [[2.460, 0.772, 0.335], [-1.433, -0.596, 0.227], [2.592, 1.952, 0.086], [3.073, -0.791, -0.061], [-0.005, -0.059, -0.517], [-2.377, -0.113, -0.002], [-1.332, -0.943, 1.191], [3.298, 2.609, -0.284]],
  "e_homo_ev": [-8.501, -7.850],
  "charge": 0,
  "lumo_ev": [-0.2, 0.0],
  "spin_multiplicity": 1
}

***

--- c ---
{
  "formula": "C2H3Cl2N",
  "method": "ωB97M-V/def2-TZVPD",
  "symbols": ["C", "C", "N", "Cl", "Cl", "H", "H", "H"],
  "xyz": [[0.551, -0.503, 0.231], [-0.386, 0.327, -0.506], [-0.413, 0.246, 0.914], [-1.662, -0.465, -1.447], [0.060, 1.872, -1.190], [0.696, -1.563, 0.213], [2.331, 0.272, 0.369], [-1.177, -0.187, 1.417]],
  "e_homo_ev": -9.316,
  "charge": 0,
  "lumo_ev": -0.1,
  "spin_multiplicity": 1
}

***

Stability ranking, top and bottom: a is the most stable and b is the least stable.